Below is 12 unconnected molecules or ions with the total composition C38H106N6O13 in a non-equilibrium geometry, with properties calculated with ωB97M-V/def2-TZVPD.

Geometry as XYZ:
```
163
Properties=species:S:1:pos:R:3
C -12.560 -1.023 17.970
O -11.747 -1.735 18.952
C -10.803 -1.023 19.670
C -9.979 -1.653 20.724
C -9.223 -2.840 20.128
N -10.770 -1.909 21.911
H -12.021 -0.926 17.027
H -12.859 -0.019 18.270
H -13.464 -1.583 17.729
H -10.209 -0.532 18.899
H -11.311 -0.196 20.167
H -9.228 -0.952 21.089
H -8.802 -3.519 20.868
H -8.337 -2.555 19.561
H -9.890 -3.443 19.511
H -11.507 -2.552 21.661
H -11.360 -1.116 22.120
C -8.898 -7.056 30.723
O -9.306 -6.964 29.361
C -9.292 -8.289 28.855
C -9.839 -8.294 27.438
C -11.235 -7.586 27.213
N -9.951 -9.589 26.858
H -9.273 -7.922 31.269
H -9.243 -6.162 31.244
H -7.810 -7.078 30.786
H -8.219 -8.472 28.792
H -9.656 -9.141 29.430
H -9.180 -7.777 26.740
H -11.175 -6.497 27.215
H -12.040 -7.855 27.897
H -11.725 -7.791 26.262
H -10.573 -10.168 27.403
H -9.055 -9.884 27.219
C -8.590 -6.208 23.567
O -7.228 -6.144 23.645
C -6.744 -6.540 24.966
C -6.546 -8.023 24.980
C -5.849 -8.630 26.304
N -5.660 -8.362 23.792
H -8.881 -5.472 22.818
H -8.981 -5.915 24.542
H -8.898 -7.227 23.333
H -5.771 -6.066 25.092
H -7.362 -6.358 25.846
H -7.523 -8.462 24.782
H -5.584 -9.687 26.291
H -6.716 -8.628 26.965
H -5.003 -8.091 26.729
H -5.991 -9.213 23.360
H -5.710 -7.654 23.074
C -1.147 -8.445 24.216
O -1.101 -8.114 25.523
C -1.582 -6.838 25.945
C -1.386 -6.515 27.451
C -2.066 -5.241 27.974
N 0.025 -6.633 27.906
H -0.318 -9.121 24.004
H -1.141 -7.611 23.515
H -2.013 -9.045 23.936
H -1.191 -6.044 25.309
H -2.665 -6.780 25.843
H -1.873 -7.325 27.993
H -2.002 -4.503 27.175
H -1.524 -4.768 28.793
H -3.078 -5.293 28.377
H 0.635 -5.857 27.690
H 0.468 -7.320 27.313
C -1.452 -11.934 25.169
O -1.714 -12.388 26.395
C -2.619 -11.493 27.103
C -2.048 -10.955 28.453
C -3.079 -10.104 29.263
N -0.810 -10.100 28.328
H -2.372 -11.976 24.586
H -0.773 -12.677 24.750
H -0.916 -10.986 25.221
H -2.818 -10.604 26.504
H -3.589 -11.971 27.236
H -1.901 -11.728 29.206
H -3.175 -9.191 28.676
H -2.651 -9.961 30.256
H -4.030 -10.633 29.326
H -1.159 -9.156 28.248
H -0.269 -10.433 27.543
C -13.729 -11.489 23.966
O -13.198 -10.705 22.882
C -12.797 -9.390 23.288
C -12.793 -8.461 22.051
N -12.055 -8.785 20.809
C -11.216 -7.650 20.418
C -12.152 -6.540 19.868
O -12.637 -6.902 18.645
C -13.084 -5.793 17.794
H -14.758 -11.209 24.193
H -13.317 -11.195 24.932
H -13.579 -12.568 23.942
H -11.816 -9.392 23.764
H -13.543 -8.907 23.919
H -12.518 -7.477 22.431
H -13.874 -8.458 21.911
H -11.371 -9.345 21.297
H -10.544 -7.883 19.592
H -10.681 -7.175 21.242
H -11.392 -5.768 19.750
H -12.796 -6.020 20.578
H -13.798 -5.225 18.389
H -13.456 -6.112 16.820
H -12.273 -5.105 17.554
C -5.008 -11.818 22.897
C -6.484 -11.964 22.590
O -7.065 -10.617 22.448
H -4.416 -11.345 22.114
H -4.635 -12.795 23.203
H -4.804 -11.299 23.833
H -7.080 -12.489 23.337
H -6.482 -12.614 21.715
H -6.801 -10.259 21.597
C -3.233 -6.468 21.129
C -4.476 -5.846 21.797
O -5.735 -6.341 21.404
H -3.247 -7.557 21.167
H -2.305 -6.097 21.566
H -3.302 -6.219 20.070
H -4.400 -4.774 21.617
H -4.349 -5.979 22.871
H -6.323 -6.136 22.134
C -13.497 -4.021 23.700
C -12.252 -4.896 23.803
O -11.463 -4.722 22.591
H -13.899 -4.289 22.723
H -13.259 -2.957 23.704
H -14.303 -4.219 24.407
H -12.674 -5.900 23.754
H -11.536 -4.732 24.608
H -10.634 -4.273 22.772
C -6.873 -1.635 23.593
C -7.938 -2.775 23.726
O -9.247 -2.167 24.010
H -5.959 -1.984 23.113
H -6.710 -1.046 24.496
H -7.337 -0.985 22.851
H -7.659 -3.525 24.465
H -7.988 -3.346 22.799
H -9.731 -2.233 23.184
C -6.235 -4.768 28.641
C -5.533 -3.705 29.398
O -5.187 -2.607 28.524
H -5.581 -5.147 27.856
H -7.164 -4.474 28.151
H -6.422 -5.581 29.342
H -4.590 -3.866 29.921
H -6.075 -3.285 30.246
H -5.893 -1.980 28.697
C -6.216 -13.109 26.473
C -7.759 -13.020 26.641
O -8.041 -12.165 27.708
H -5.962 -13.775 25.648
H -5.714 -13.392 27.398
H -6.000 -12.071 26.221
H -8.381 -13.910 26.543
H -8.105 -12.544 25.723
H -8.435 -12.652 28.436
```

Values from the calculation:
**Total energy**: -2817.6485 a.u.
**Orbital gap**: 9.1 eV
**Relative energy (zero: lowest compared OMol25 entry of this formula, charge and spin)**: 96.7 kcal/mol
**Molecular weight**: 855.3 u
**Structure (SMILES)**: COC[C@H](C)N.COC[C@H](C)N.COC[C@H](C)N.COC[C@H](C)N.COC[C@H](C)N.COCCNCCOC.CCO.CCO.CCO.CCO.CCO.CCO